{
  "formula": "C6H8N",
  "method": "wB97M-V/def2-TZVPD",
  "symbols": ["C", "C", "C", "C", "C", "N", "C", "H", "H", "H", "H", "H", "H", "H", "H"],
  "positions_angstrom": [[-2.05267, 0.65686, -0.80752], [-0.85580, 1.16036, -0.45908], [0.28362, 0.44961, 0.34559], [1.73858, 0.91847, 0.57364], [1.53065, -0.31067, -0.28847], [0.51965, -0.92294, 0.47937], [0.01105, -2.07088, 0.55457], [-2.73027, 1.12803, -1.41611], [-2.63531, -0.10230, -0.28857], [-0.55522, 2.13211, -0.67088], [2.21056, 0.69537, 1.51666], [2.24883, 1.66151, -0.09799], [1.74642, -0.62023, -1.27407], [-0.76207, -2.27437, 1.23784], [0.58907, -2.72175, -0.06964]],
  "forces_ev_per_a": [[1.3, -0.6, 2.5], [0.2, -3.1, 1.5], [-0.5, 2.5, -1.6], [0.4, -1.3, -1.6], [-1.2, 0.5, 1.4], [0.7, 0.9, -0.2], [0.9, -0.2, -0.4], [-1.0, 1.8, -1.6], [1.0, -0.8, -0.1], [0.6, 1.5, -0.9], [-0.1, 0.4, 0.3], [-1.2, -0.1, 1.1], [0.2, 0.1, -1.0], [-1.2, -0.3, 0.2], [-0.2, -1.3, 0.4]],
  "mulliken_charge": [-0.76, -0.33, 0.38, -0.53, -0.21, 0.10, -0.14, 0.30, 0.25, 0.44, 0.29, 0.29, 0.34, 0.32, 0.28],
  "e_lumo_ev": -4.5984,
  "homo_lumo_gap_ev": 9.171,
  "charge": 1,
  "total_energy_ev": -7829.820,
  "max_force_ha_per_bohr": 0.06764,
  "relative_energy_kj_mol": 566.2,
  "smiles": "C=C[C@@]12C[C@H]1[N+]2=C",
  "homo_ev": -13.7697
}



{
  "formula": "C43H70Br2Cl2F4I2N4O6PS",
  "method": "wB97M-V/def2-TZVPD",
  "symbols": ["C", "C", "C", "C", "C", "C", "F", "N", "O", "C", "N", "C", "N", "C", "C", "C", "F", "Br", "C", "F", "F", "Br", "C", "I", "C", "C", "I", "N", "C", "Cl", "C", "C", "Cl", "C", "C", "C", "C", "C", "P", "S", "H", "H", "H", "H", "H", "H", "H", "H", "H", "H", "H", "H", "H", "H", "H", "H", "H", "H", "H", "H", "H", "H", "H", "H", "H", "H", "H", "H", "H", "H", "C", "C", "C", "O", "C", "H", "H", "H", "H", "H", "H", "H", "H", "C", "C", "C", "O", "C", "H", "H", "H", "H", "H", "H", "H", "H", "C", "C", "C", "O", "C", "H", "H", "H", "H", "H", "H", "H", "H", "C", "C", "C", "O", "C", "H", "H", "H", "H", "H", "H", "H", "H", "C", "C", "C", "O", "C", "H", "H", "H", "H", "H", "H", "H", "H"],
  "positions_angstrom": [[-3.87747, -3.44197, 2.56819], [-3.62272, -2.55188, 1.60826], [-2.93410, -3.01915, 0.30437], [-1.59426, -2.26119, -0.06940], [-0.43363, -3.25162, 0.25437], [-0.43947, -3.78787, 1.71313], [0.77986, -3.41044, 2.31420], [-1.64938, -1.04587, 0.77475], [-0.49311, -0.77925, 1.54691], [-0.76931, -0.82719, 2.83061], [-1.05179, -0.66230, 3.89297], [-1.64206, 0.11975, -0.10886], [-2.13310, 1.25328, 0.25016], [-2.69906, 1.45859, 1.60274], [-4.01811, 2.25863, 1.66038], [-5.27948, 1.35643, 1.50681], [-5.35448, 0.56548, 2.62599], [-5.22438, 0.13928, -0.01127], [-6.55896, 2.24404, 1.52601], [-7.63937, 1.57229, 1.15518], [-6.42852, 3.31697, 0.73861], [-6.88209, 2.93616, 3.34117], [-2.13774, 2.37418, -0.67576], [-3.71734, 2.68994, -2.08311], [-1.12804, 3.23077, -0.65844], [-0.95575, 4.42753, -1.57164], [0.46261, 2.94706, 0.76788], [-1.10720, -0.32441, -1.27777], [-0.11067, 0.39277, -1.99336], [-0.67079, 1.31576, -3.42189], [1.17720, 0.49312, -1.73403], [2.15715, 1.29158, -2.58826], [1.87114, -0.35699, -0.36334], [-1.43164, -1.75436, -1.59061], [-2.73894, -1.62221, -2.45171], [-3.19967, -2.84723, -3.27427], [-4.75504, -2.67419, -3.47571], [-2.99558, -4.25793, -2.62197], [-0.05739, -2.49353, -2.66563], [-0.07151, -1.95280, -4.52911], [-3.84541, -3.20263, 3.63366], [-4.17856, -4.44317, 2.22170], [-3.96989, -1.53334, 1.78906], [-3.71120, -2.95415, -0.48261], [-2.77184, -4.10050, 0.44355], [0.55367, -2.78156, 0.11113], [-0.56130, -4.12824, -0.39874], [-0.41785, -4.88885, 1.70618], [-1.23561, -3.39116, 2.35470], [-2.88405, 0.50751, 2.13201], [-1.92472, 1.96587, 2.20486], [-4.09449, 2.63490, 2.69717], [-4.05402, 3.14538, 1.01409], [-1.30535, 5.35616, -1.09462], [-1.45406, 4.32184, -2.54446], [0.12412, 4.52119, -1.78387], [3.15747, 1.29332, -2.13437], [1.79446, 2.33127, -2.62636], [2.18466, 0.84074, -3.59317], [-3.53236, -1.28007, -1.75785], [-2.57037, -0.77137, -3.13575], [-2.79412, -2.89799, -4.29350], [-5.24241, -2.89145, -2.50681], [-4.93693, -1.59520, -3.65156], [-5.14205, -3.28698, -4.29758], [-2.83254, -4.98912, -3.43233], [-3.95183, -4.54017, -2.14543], [-2.19926, -4.32683, -1.86809], [1.23094, -2.24150, -2.13608], [-0.21777, -3.90414, -2.62011], [-5.35190, -7.12764, -6.76519], [-4.48008, -8.25657, -6.23906], [-3.21268, -7.51625, -5.84670], [-3.61169, -6.19465, -5.45400], [-4.97746, -5.98528, -5.83642], [-6.41762, -7.35274, -6.75286], [-5.06605, -6.88470, -7.79170], [-4.94309, -8.70170, -5.35442], [-4.30144, -9.04909, -6.96442], [-2.52719, -7.42377, -6.69493], [-2.68271, -7.99705, -5.02300], [-5.58905, -5.99719, -4.92664], [-5.07802, -5.00702, -6.31039], [1.04111, 9.22068, -2.84796], [1.15420, 8.20005, -3.96891], [2.11844, 7.18770, -3.37273], [1.91008, 7.20531, -1.95386], [1.09876, 8.33690, -1.61338], [0.13705, 9.82668, -2.89447], [1.90331, 9.89165, -2.86837], [0.18112, 7.73257, -4.14549], [1.50605, 8.61826, -4.91105], [3.15861, 7.46835, -3.56494], [1.95580, 6.17706, -3.75308], [0.10193, 7.96932, -1.34172], [1.52763, 8.84667, -0.75000], [2.71579, -0.13420, 3.50272], [3.73329, 0.98917, 3.60828], [5.01865, 0.22333, 3.86705], [4.88220, -1.04610, 3.20928], [3.52110, -1.22016, 2.80847], [1.81187, 0.14146, 2.95647], [2.42251, -0.46663, 4.50173], [3.80070, 1.52044, 2.65295], [3.50811, 1.71773, 4.38790], [5.16252, 0.03588, 4.93560], [5.89930, 0.74077, 3.48402], [3.47635, -1.11072, 1.71782], [3.18742, -2.22435, 3.07132], [2.49777, 4.02471, 8.30065], [1.62775, 4.41377, 7.11688], [2.66323, 4.62150, 6.02361], [3.74950, 3.73249, 6.30872], [3.58520, 3.20172, 7.63108], [1.96546, 3.47472, 9.07582], [2.93102, 4.92003, 8.75359], [0.96601, 3.58358, 6.85365], [1.01297, 5.29594, 7.29341], [3.05248, 5.64478, 6.03393], [2.27070, 4.40938, 5.02656], [3.28767, 2.15116, 7.53920], [4.53601, 3.24783, 8.16297], [9.01971, -2.34652, 0.63359], [7.87579, -2.09523, 1.60455], [7.55661, -0.63527, 1.33746], [7.86920, -0.38906, -0.04056], [8.60831, -1.50001, -0.56021], [9.15968, -3.39724, 0.38099], [9.95489, -1.96922, 1.05559], [7.01864, -2.72018, 1.33990], [8.13024, -2.29124, 2.64528], [8.18093, 0.02672, 1.94867], [6.51051, -0.39522, 1.52301], [7.94961, -2.05903, -1.23448], [9.46215, -1.13521, -1.13302]],
  "forces_ev_per_a": [[-0.3, -0.5, -0.2], [0.4, -0.2, 0.1], [-2.2, 0.2, -0.4], [-0.4, -1.8, 0.2], [-0.3, 0.4, 0.9], [0.9, 0.0, -0.1], [-0.4, 0.1, -0.1], [-1.0, 1.5, -0.8], [1.2, -0.7, 0.7], [0.9, 0.0, -5.4], [-1.2, 0.4, 5.3], [0.6, -3.4, -0.5], [-0.8, 0.6, -0.5], [-0.3, 0.3, 1.2], [0.0, -0.5, 0.1], [0.5, 0.8, 0.7], [0.2, -0.2, -0.4], [-0.4, 0.3, 0.2], [-0.3, 0.3, 0.7], [0.0, -0.2, -0.2], [0.2, -0.2, -0.4], [0.1, -0.2, -0.3], [0.0, -0.1, -0.1], [0.4, -0.3, 0.7], [0.6, 0.7, 0.0], [0.8, -0.2, 0.0], [-0.5, 0.3, -0.6], [1.2, 1.5, -0.3], [-1.7, 1.1, -1.4], [0.2, -0.6, 0.7], [1.6, -0.1, 0.5], [-0.3, -0.2, 0.6], [-0.2, 0.3, -0.5], [-0.6, 1.1, 1.0], [0.5, -0.4, -0.2], [-1.6, -0.8, 0.2], [0.9, 0.9, 0.6], [-0.5, 0.2, -0.5], [0.4, -0.4, -1.5], [-0.1, 0.2, 0.1], [-1.2, 0.1, -0.3], [1.3, -0.2, 0.7], [1.2, 0.1, -0.1], [0.7, 0.1, 0.0], [0.2, 0.5, -0.2], [-0.4, -0.3, -0.1], [0.1, 0.5, 0.0], [-0.3, 0.4, 0.1], [0.1, -0.3, -0.3], [0.3, 0.1, -0.7], [-0.3, 0.0, -0.4], [0.1, -0.1, -0.4], [0.0, -0.4, 0.0], [0.2, -0.3, 0.0], [0.0, -0.2, 0.5], [-0.4, 0.3, 0.2], [-0.4, -0.1, -0.2], [0.2, -0.4, -0.2], [0.0, 0.3, 0.3], [0.3, -0.3, -0.2], [0.0, -0.4, 0.2], [0.4, 0.5, 0.6], [-0.1, -0.2, -0.5], [-0.2, -0.5, -0.4], [0.0, 0.1, 0.4], [0.1, 0.2, 0.4], [0.6, -0.1, 0.1], [-0.2, 0.0, -0.3], [-0.6, -0.2, 0.6], [0.0, 0.5, 0.6], [0.0, 0.1, -0.2], [-0.1, -0.1, 0.2], [0.2, 0.1, -0.1], [-0.1, -0.1, -0.1], [0.0, 0.1, 0.2], [0.0, 0.0, 0.0], [0.0, 0.0, 0.0], [0.0, 0.0, 0.0], [0.0, 0.0, 0.0], [0.0, -0.1, 0.0], [0.0, 0.1, 0.0], [-0.1, 0.0, 0.0], [0.1, 0.0, 0.0], [0.1, 0.2, 0.0], [-0.2, -0.1, -0.1], [0.2, 0.0, 0.1], [-0.2, 0.1, -0.1], [-0.1, -0.1, 0.1], [0.0, 0.0, 0.0], [0.0, 0.0, 0.0], [0.0, 0.0, 0.0], [0.0, 0.0, 0.0], [0.0, 0.0, -0.1], [0.0, 0.0, 0.1], [0.0, 0.1, 0.0], [0.0, -0.1, 0.0], [-0.1, -0.1, 0.2], [-0.1, 0.3, -0.2], [0.1, -0.1, 0.2], [-0.3, 0.2, 0.1], [0.1, -0.1, -0.1], [0.0, 0.0, 0.0], [-0.1, 0.0, 0.0], [0.0, 0.0, 0.0], [0.1, 0.0, 0.0], [0.0, 0.1, 0.0], [0.0, -0.1, 0.0], [-0.1, 0.0, 0.0], [0.1, 0.0, 0.0], [0.1, 0.2, 0.2], [-0.2, -0.1, -0.1], [0.2, 0.2, 0.0], [-0.2, 0.0, 0.1], [0.0, -0.2, -0.1], [0.0, 0.0, 0.0], [0.0, 0.0, 0.0], [0.0, 0.0, 0.0], [0.0, 0.0, 0.0], [-0.1, 0.0, 0.0], [0.1, 0.0, 0.0], [0.0, 0.0, 0.1], [0.0, 0.0, -0.1], [0.2, 0.0, 0.1], [-0.2, -0.1, 0.0], [0.1, 0.3, 0.0], [0.1, -0.2, 0.1], [-0.2, 0.0, -0.1], [0.0, 0.0, 0.0], [0.0, 0.0, 0.0], [0.0, 0.0, 0.1], [0.0, 0.0, 0.0], [0.0, 0.0, 0.1], [0.0, 0.0, -0.1], [0.1, -0.1, 0.0], [-0.1, 0.1, 0.0]],
  "mulliken_charge": [-0.92, -0.47, -0.67, 1.37, -1.43, -0.49, -0.28, 0.86, 0.19, 0.47, -0.58, -0.15, 0.60, -0.42, -1.45, 0.60, -0.25, 0.02, 0.48, -0.17, -0.20, -0.12, -2.13, 0.25, 1.20, -1.35, 0.23, 0.53, -0.18, -0.06, -0.25, -1.35, 0.21, 0.58, -1.29, 0.65, -1.44, -1.07, 0.06, -0.31, 0.31, 0.28, 0.35, -0.16, 0.53, 0.16, 0.77, 0.30, 0.28, 0.28, 0.23, 0.81, 0.29, 0.28, 0.45, 0.38, 0.42, 0.27, 0.32, -0.54, 0.84, 0.63, 0.36, 0.38, 0.22, 0.10, 0.46, 0.23, 0.20, 0.19, -0.59, -0.57, -0.46, -0.34, -0.36, 0.35, 0.26, 0.27, 0.35, 0.29, 0.26, 0.26, 0.27, -0.56, -0.54, -0.32, -0.38, -0.34, 0.34, 0.26, 0.23, 0.35, 0.30, 0.20, 0.17, 0.30, 0.61, -0.28, -0.50, -0.47, -0.16, -0.55, 0.25, 0.23, 0.06, 0.30, 0.30, 0.09, 0.22, -0.55, -0.53, -0.23, -0.40, -0.39, 0.33, 0.26, 0.23, 0.35, 0.29, 0.14, 0.23, 0.29, -0.58, -0.45, 0.12, -0.44, -0.45, 0.35, 0.27, 0.24, 0.35, 0.19, -0.19, 0.26, 0.29],
  "e_lumo_ev": -3.8487,
  "homo_lumo_gap_ev": 6.661,
  "charge": 1,
  "total_energy_ev": -276281.889,
  "max_force_ha_per_bohr": 0.10681,
  "homo_ev": -10.5094
}



Copy entry 1 word for word.
{
  "formula": "C6H8N",
  "method": "wB97M-V/def2-TZVPD",
  "symbols": ["C", "C", "C", "C", "C", "N", "C", "H", "H", "H", "H", "H", "H", "H", "H"],
  "positions_angstrom": [[-2.05267, 0.65686, -0.80752], [-0.85580, 1.16036, -0.45908], [0.28362, 0.44961, 0.34559], [1.73858, 0.91847, 0.57364], [1.53065, -0.31067, -0.28847], [0.51965, -0.92294, 0.47937], [0.01105, -2.07088, 0.55457], [-2.73027, 1.12803, -1.41611], [-2.63531, -0.10230, -0.28857], [-0.55522, 2.13211, -0.67088], [2.21056, 0.69537, 1.51666], [2.24883, 1.66151, -0.09799], [1.74642, -0.62023, -1.27407], [-0.76207, -2.27437, 1.23784], [0.58907, -2.72175, -0.06964]],
  "forces_ev_per_a": [[1.3, -0.6, 2.5], [0.2, -3.1, 1.5], [-0.5, 2.5, -1.6], [0.4, -1.3, -1.6], [-1.2, 0.5, 1.4], [0.7, 0.9, -0.2], [0.9, -0.2, -0.4], [-1.0, 1.8, -1.6], [1.0, -0.8, -0.1], [0.6, 1.5, -0.9], [-0.1, 0.4, 0.3], [-1.2, -0.1, 1.1], [0.2, 0.1, -1.0], [-1.2, -0.3, 0.2], [-0.2, -1.3, 0.4]],
  "mulliken_charge": [-0.76, -0.33, 0.38, -0.53, -0.21, 0.10, -0.14, 0.30, 0.25, 0.44, 0.29, 0.29, 0.34, 0.32, 0.28],
  "e_lumo_ev": -4.5984,
  "homo_lumo_gap_ev": 9.171,
  "charge": 1,
  "total_energy_ev": -7829.820,
  "max_force_ha_per_bohr": 0.06764,
  "relative_energy_kj_mol": 566.2,
  "smiles": "C=C[C@@]12C[C@H]1[N+]2=C",
  "homo_ev": -13.7697
}